[1]
C34H37MoN4O4S3 as an isolated structure in a non-equilibrium geometry, computed with ωB97M-V/def2-TZVPD.

**LUMO energy (spin up / spin down)**: -0.1 / -0.4 eV
**Charge**: 0
**Expectation value of S²**: 0.802
**Orbital gap (spin up / spin down)**: 6.19 / 6.34 eV
**Multiplicity**: 2

Geometry as XYZ:
```
83
C34H37MoN4O4S3 (ωB97M-V/def2-TZVPD)
Mo 1.52837 -0.12943 0.86910
O 0.14139 4.45944 3.55443
C -0.60420 3.51033 4.14834
C -1.50052 3.91574 5.13709
C -2.29437 2.98924 5.78351
C -2.22624 1.63657 5.45302
C -1.34909 1.23101 4.46765
C -0.52741 2.15007 3.80972
C 0.38108 1.65820 2.76692
O 0.35995 0.39253 2.46005
N 1.21489 2.48687 2.18690
N 1.99351 1.77060 1.29974
C 3.10859 2.32994 0.84011
C 3.83962 1.50962 -0.03499
C 5.03162 1.90192 -0.68272
C 5.62924 1.06103 -1.57099
C 5.01659 -0.17662 -1.85641
C 3.87349 -0.51690 -1.19761
N 3.29666 0.26581 -0.25143
H 0.75812 4.01152 2.93001
H -1.54755 4.96918 5.38046
H -2.97451 3.32234 6.55805
H -2.84989 0.91378 5.96063
H -1.28327 0.19169 4.17304
H 3.40056 3.32399 1.14571
H 5.44016 2.87955 -0.46262
H 6.55187 1.34317 -2.06100
H 5.43535 -0.85918 -2.58225
H 3.35797 -1.44074 -1.40969
O 1.06917 -0.06368 -1.63773
S 0.51791 0.03804 -3.02884
C -1.10230 0.80310 -2.88588
C -0.97686 2.30628 -2.68289
C -2.29431 2.92001 -2.16047
C -2.17219 3.53543 -0.77276
S -1.83476 2.34886 0.54839
O -0.74809 1.45704 0.02601
C -3.34668 1.40375 0.44809
C -4.57611 2.00048 0.70362
C -5.72495 1.23177 0.61899
C -5.63836 -0.12170 0.30558
C -4.40088 -0.71185 0.09926
C -3.24207 0.05230 0.17175
C -0.05892 -1.58110 -3.49045
C -0.51494 -2.44194 -2.50391
C -0.98695 -3.69309 -2.87014
C -0.99477 -4.06811 -4.20876
C -0.52388 -3.19931 -5.18563
C -0.04588 -1.94570 -4.82876
H -1.55633 0.31548 -2.02071
H -1.65941 0.54700 -3.78989
H -0.68376 2.77703 -3.62348
H -0.17927 2.49060 -1.96430
H -3.08699 2.16717 -2.15031
H -2.63005 3.70802 -2.83742
H -3.08175 4.05594 -0.46613
H -1.34102 4.24294 -0.72319
H -4.64179 3.04751 0.97707
H -6.68935 1.68520 0.80809
H -6.54076 -0.71619 0.24033
H -4.32136 -1.77235 -0.10307
H -2.26593 -0.40489 0.06140
H -0.50072 -2.14112 -1.46277
H -1.34630 -4.36647 -2.10170
H -1.36578 -5.04415 -4.49417
H -0.51885 -3.50150 -6.22479
H 0.33664 -1.26467 -5.58065
S -1.02032 -2.68706 1.05221
C 0.40828 -1.87998 0.82828
C 1.82249 -4.36284 1.72980
C 2.42800 -3.41130 0.70121
C 3.86028 -3.08456 1.11833
C 2.40478 -4.06709 -0.68231
N 1.66293 -2.15222 0.65659
H 2.51081 -5.19925 1.86844
H 0.85683 -4.74639 1.40662
H 1.68187 -3.86218 2.68899
H 4.48315 -3.97739 1.03715
H 3.88293 -2.74011 2.15429
H 4.29115 -2.30633 0.49182
H 2.73326 -5.10527 -0.60348
H 3.06776 -3.55816 -1.38422
H 1.39246 -4.05723 -1.08827
```



[2]
C34H37MoN7O5S2 as an isolated structure, computed with ωB97M-V/def2-TZVPD.

**LUMO energy**: -5.7 eV
**Charge**: +2
**Orbital gap**: 7.11 eV

Geometry as XYZ:
```
86
C34H37MoN7O5S2 (ωB97M-V/def2-TZVPD)
Mo -0.67211 0.04969 -0.08132
C 2.10484 -3.99215 -1.06041
C 1.26899 -3.04839 -0.24887
N 1.77317 -1.88782 -0.05041
N 0.93982 -1.01034 0.64335
C 0.80124 -0.99183 1.94094
S -0.52436 0.07568 2.37864
S 1.76843 -1.95661 2.99000
C 0.94241 -1.71770 4.60383
C 1.46595 -2.76946 5.54406
C 1.13429 -4.10801 5.35721
C 1.61183 -5.07331 6.22802
C 2.42654 -4.70792 7.29188
C 2.76045 -3.37606 7.48251
C 2.28340 -2.40914 6.60858
C -0.02591 -3.56247 0.30594
C -0.00826 -4.86627 0.81184
C -1.12361 -5.45660 1.37953
C -2.31861 -4.75674 1.43969
C -2.38081 -3.47095 0.93532
C -1.25175 -2.88194 0.38385
O -1.42374 -1.60024 -0.06943
H 2.92631 -3.44535 -1.51477
H 1.50182 -4.47280 -1.83111
H 2.52450 -4.77998 -0.43409
H -0.12945 -1.81827 4.44110
H 1.15794 -0.71583 4.96743
H 0.49401 -4.39137 4.52830
H 1.34618 -6.11199 6.08335
H 2.79649 -5.46235 7.97298
H 3.39072 -3.08695 8.31270
H 2.54274 -1.36829 6.76247
H 0.91343 -5.42931 0.77373
H -1.05816 -6.46427 1.76591
H -3.19992 -5.20837 1.87420
H -3.29675 -2.89662 0.96464
O -1.95008 2.67620 -2.17273
C -2.68498 2.01905 -1.44441
O -2.35342 1.23509 -0.49685
C -4.20618 2.15956 -1.63942
N -4.36688 3.17044 -2.75109
C -5.03699 4.40072 -2.18498
C -4.78045 4.28416 -0.69118
C -4.91772 2.78288 -0.43827
H -4.62181 1.20103 -1.94416
H -4.86279 2.79974 -3.55708
H -3.37601 3.36031 -3.01727
H -6.09812 4.33229 -2.41614
H -4.62001 5.28350 -2.66152
H -5.48666 4.87985 -0.11811
H -3.77247 4.62821 -0.45207
H -5.96817 2.49010 -0.42872
H -4.46402 2.45090 0.49191
C -1.31441 -0.85122 -4.37373
C -1.41124 -0.68512 -3.01174
N -0.41850 -0.13894 -2.28702
C 0.68612 0.26332 -2.91186
C 0.85520 0.17239 -4.28903
C -0.16325 -0.41913 -5.02130
C 2.09341 0.62306 -4.95350
C 2.78683 1.74540 -4.75574
C 2.47908 2.87443 -3.85620
C 3.47438 3.79109 -3.53219
C 3.14132 4.79892 -2.64790
N 1.92260 4.91448 -2.12000
C 1.03225 4.01573 -2.53271
N 1.24236 3.01045 -3.36988
H -2.12311 -1.31640 -4.91925
H -2.28623 -1.00840 -2.46230
H 1.46902 0.67717 -2.29372
H -0.06208 -0.53813 -6.09287
H 2.47636 -0.06147 -5.70328
H 3.70022 1.86462 -5.32714
H 4.47012 3.71216 -3.94593
H 3.87368 5.54049 -2.34790
H 0.02600 4.10063 -2.13870
N 3.02579 3.38674 1.64951
C 1.70799 2.68324 1.53710
C 1.66440 2.13606 0.10946
O 2.65107 2.27773 -0.58409
O 0.55905 1.58823 -0.24728
H 3.61123 3.02642 2.40107
H 2.92928 4.39439 1.76802
H 3.47431 3.18882 0.72178
H 0.89057 3.37600 1.71829
H 1.64093 1.87309 2.26051
```



[3]
C34H37N5OsSTe as an isolated structure in a non-equilibrium geometry, computed with ωB97M-V/def2-TZVPD.

**LUMO energy (spin up / spin down)**: -6.3 / -8.9 eV
**Charge**: +2
**Expectation value of S²**: 6.131
**Orbital gap (spin up / spin down)**: 5.06 / 3.69 eV
**Multiplicity**: 5

Geometry as XYZ:
```
79
C34H37N5OsSTe (ωB97M-V/def2-TZVPD)
Os 1.49919 0.19719 -0.93044
C 2.70216 5.54791 -0.84293
C 2.24080 4.64232 -1.78141
C 2.10714 3.32004 -1.41501
C 2.36617 2.90955 -0.10365
C 2.71838 3.85100 0.89198
C 2.90188 5.15845 0.48810
N 2.37682 1.53241 0.19708
N 2.98312 1.20171 1.34802
C 2.92936 -0.12882 1.55240
C 3.55781 -0.78195 2.61943
C 3.60240 -2.16421 2.68901
C 2.73746 -2.88238 1.80908
C 2.01293 -2.23457 0.82585
C 2.07469 -0.85651 0.61377
H 2.92243 6.59251 -1.06763
H 1.88926 4.91428 -2.78194
H 1.79629 2.53214 -2.16695
H 2.74343 3.56077 1.93061
H 3.34633 5.88593 1.17734
H 4.07213 -0.20059 3.36430
H 4.20596 -2.66573 3.40324
H 2.69858 -3.98378 1.82620
H 1.34119 -2.72263 0.11351
C -2.42141 4.69312 -2.01716
C -1.61569 3.41049 -1.74961
C -1.27806 3.16866 -0.28912
C -1.49174 4.19539 0.66121
C -1.56435 3.88469 1.98833
C -1.69635 2.54162 2.41377
C -1.53764 1.49930 1.52523
C -1.74009 0.07363 1.95785
C -2.59391 -0.13934 3.22677
C -1.10595 1.84359 0.22941
N -0.60485 0.85529 -0.67852
C -1.41602 0.17872 -1.50897
C -0.95522 -0.97472 -2.15737
C -1.60595 -2.08484 -2.82589
C -0.64573 -3.04327 -2.97739
C 0.52002 -2.59350 -2.33571
N 0.34770 -1.29731 -1.87878
H -2.73013 4.76706 -3.08123
H -1.79967 5.56806 -1.81034
H -3.33501 4.77357 -1.38833
H -0.66821 3.36447 -2.35099
H -2.19457 2.53188 -2.10148
H -1.60203 5.22451 0.35273
H -1.49887 4.65337 2.75139
H -1.99053 2.33837 3.46265
H -0.76839 -0.43273 2.06603
H -2.24027 -0.47688 1.15159
H -2.03432 -0.02450 4.15569
H -2.92800 -1.16233 3.32695
H -3.47343 0.51149 3.22189
H -2.45173 0.46264 -1.70238
H -2.63682 -2.13520 -3.17686
H -0.73996 -3.95691 -3.54952
H 1.41193 -3.18563 -2.15559
C 4.35966 -1.90694 -3.31060
Te 3.57230 0.03063 -2.64955
C 5.13788 -0.17453 -1.18031
H 5.44385 -1.88366 -3.25917
H 4.01115 -2.02687 -4.37420
H 4.03841 -2.69342 -2.58030
H 5.12148 -1.19940 -0.76642
H 4.93715 0.58151 -0.39794
H 6.13146 0.06798 -1.62207
S -1.71936 -3.91297 0.71215
C -3.21396 -4.70898 0.91593
N -4.23893 -4.04122 1.55666
C -5.46248 -4.58371 1.76870
C -5.75415 -5.86015 1.39493
C -4.77073 -6.57760 0.69981
C -3.56075 -5.99729 0.48181
H -4.05806 -3.07981 1.89689
H -6.18477 -3.95248 2.29776
H -6.76258 -6.27271 1.61402
H -4.99300 -7.57331 0.33796
H -2.77523 -6.49285 -0.05224
```



It is found that the energy relative to the best compared isomer or geometry (same formula, charge and spin) values, taken in the order of the records, are 16.0; 3.9; 11.7 kcal/mol.